Computed, not measured: 7 unconnected molecules or ions with the total composition C7H28N14O7 in a non-equilibrium geometry, with ωB97M-V/def2-TZVPD.

Each line ends with the Mulliken charge.
CARTESIAN COORDINATES (ANGSTROEM)
N  -0.1512  1.0262  -1.5727  0.017
C  0.2635  0.3715  -0.4670  0.762
N  -0.1934  -0.9134  -0.4243  -0.159
O  0.9973  0.8460  0.3965  -0.961
H  0.0642  1.9991  -1.6758  -0.016
H  -0.7651  0.5763  -2.2221  -0.002
H  -0.6361  -1.3020  -1.2422  0.203
H  0.0463  -1.5694  0.3010  -0.080
N  -2.1296  -2.1930  3.5033  -0.473
C  -1.6003  -2.0802  2.2377  0.451
N  -2.5428  -1.9030  1.2581  -0.322
O  -0.3991  -2.1070  2.0573  -0.498
H  -1.5577  -2.6615  4.1845  0.277
H  -3.1190  -2.2783  3.6596  0.161
H  -3.4716  -1.6264  1.5131  0.191
H  -2.1668  -1.7392  0.3427  0.231
N  0.5664  4.5891  -2.0221  -0.283
C  -0.2708  4.2702  -3.0609  0.668
N  -0.1144  5.0854  -4.1475  -0.435
O  -1.0552  3.3402  -3.0481  -0.655
H  0.5168  4.1940  -1.0990  0.193
H  1.2746  5.2744  -2.2153  0.148
H  -0.5064  4.7407  -5.0040  0.246
H  0.5389  5.8446  -4.1943  0.156
N  0.7503  -6.5054  2.1132  -0.396
C  1.5584  -5.6586  1.3893  0.629
N  0.8888  -4.7097  0.6772  -0.274
O  2.7713  -5.7404  1.4166  -0.632
H  -0.2499  -6.4937  2.0198  0.158
H  1.1182  -7.3525  2.5048  0.225
H  1.4335  -3.9344  0.3548  0.137
H  -0.0779  -4.8558  0.4662  0.154
N  1.0670  3.5271  1.6484  -0.179
C  0.2259  4.5754  1.4595  0.584
N  0.5610  5.7311  2.1332  -0.429
O  -0.8107  4.4759  0.8185  -0.630
H  0.6886  2.6108  1.4439  0.146
H  1.8783  3.6705  2.2198  0.143
H  1.5091  5.8787  2.4256  0.168
H  -0.0940  6.4886  2.1308  0.228
N  -3.5880  -2.2660  -3.3726  -0.419
C  -2.3145  -1.7901  -3.5153  0.718
N  -2.2367  -0.4785  -3.9435  -0.431
O  -1.3304  -2.4796  -3.3178  -0.648
H  -4.4055  -1.7084  -3.5271  0.162
H  -3.6588  -3.2638  -3.2895  0.234
H  -1.3360  -0.1450  -4.2301  0.234
H  -3.0760  0.0691  -3.9406  0.143
N  2.6269  -1.1844  1.8343  -0.137
C  3.5276  -0.3463  2.4596  0.370
N  3.2796  0.9667  2.1834  -0.283
O  4.4671  -0.7623  3.1136  -0.689
H  2.9610  -2.1302  1.7790  0.108
H  1.9228  -0.7951  1.2346  0.154
H  3.8285  1.6284  2.6982  0.142
H  2.5266  1.1935  1.5534  0.490

The gap between HOMO and LUMO is 9.0 eV. As for the total energy: -1577.0773 a.u. Its HOMO energy is -8.784 eV. The SMILES is NC(N)=O.NC(N)=O.NC(N)=O.NC(N)=O.NC(N)=O.NC(N)=O.NC(N)=O.

***

Computed, not measured: a molecular structure, C28H66CaI2N4O10P2S2 in a non-equilibrium geometry, with ωB97M-V/def2-TZVPD.

Each line ends with the Mulliken charge.
CARTESIAN COORDINATES (ANGSTROEM)
Ca  0.5908  0.1362  -0.0729  2.084
I  -2.0420  -4.0653  -0.6236  -0.017
C  -0.1019  -4.4861  -1.5851  -0.702
I  1.9410  -4.0038  -0.9125  0.004
H  -0.1535  -3.9528  -2.5200  0.052
H  -0.0560  -5.5405  -1.6697  0.613
C  -6.3077  0.4495  0.4334  -1.400
C  -4.7882  0.5505  0.4186  0.724
C  -4.1932  1.2566  1.6307  -0.949
O  -4.3505  1.2568  -0.7923  -0.313
P  -2.7735  1.4298  -1.1149  -0.091
O  -1.8600  0.9134  -0.0321  -0.328
C  -2.7658  0.6012  -2.7446  -0.859
P  -1.3344  -0.3530  -3.3460  -0.511
O  -0.2754  -0.5356  -2.2700  -0.125
O  -2.0491  -1.6714  -3.7723  0.023
C  -2.2395  -2.2176  -5.1717  1.039
C  -3.2936  -1.3713  -5.8235  -1.235
C  -2.5974  -3.6817  -5.0196  -1.316
O  -0.7856  0.3032  -4.6545  0.133
C  0.6213  0.6693  -5.1220  0.972
C  0.3448  1.7337  -6.1200  -1.345
C  1.3236  -0.5319  -5.7027  -1.368
O  -2.5142  2.9630  -1.2980  0.071
C  -3.3806  3.9128  -2.0158  0.560
C  -3.5214  5.1048  -1.0781  -1.497
C  -2.6973  4.2774  -3.3182  -1.164
H  -6.6313  0.0120  1.4209  0.365
H  -6.6917  -0.0992  -0.4420  0.366
H  -6.7224  1.4832  0.3679  0.318
H  -4.3526  -0.4669  0.3064  0.163
H  -4.5677  2.3058  1.7763  0.211
H  -3.0818  1.2938  1.5333  -0.024
H  -4.4222  0.6594  2.5314  0.462
H  -3.0428  1.3177  -3.5214  0.444
H  -3.6032  -0.1392  -2.7068  0.582
H  -1.2642  -2.1198  -5.7107  -0.208
H  -4.1627  -1.2674  -5.1419  0.265
H  -3.5785  -1.8310  -6.7873  0.464
H  -2.8253  -0.4138  -6.0106  0.256
H  -3.4448  -3.8470  -4.3194  0.309
H  -1.7769  -4.2795  -4.6402  0.334
H  -2.9521  -4.1340  -5.9712  0.385
H  1.1085  1.0857  -4.2019  0.005
H  -0.1694  1.2956  -7.0300  0.278
H  1.2616  2.2418  -6.4199  0.431
H  -0.2675  2.5011  -5.6392  0.301
H  0.6856  -0.9454  -6.5241  0.261
H  1.4545  -1.2996  -4.9361  0.305
H  2.3046  -0.2672  -6.0707  0.497
H  -4.3585  3.4035  -2.1585  0.335
H  -2.5969  5.7009  -0.9949  0.311
H  -3.8357  4.7664  -0.1066  0.368
H  -4.2851  5.7907  -1.4741  0.419
H  -1.6337  4.5659  -3.1278  0.202
H  -3.2353  5.1265  -3.7489  0.458
H  -2.7485  3.4674  -4.0480  0.280
C  4.0729  2.6433  -2.8777  -1.076
C  4.5527  1.3484  -2.1923  -0.516
S  4.0954  1.3170  -0.4144  0.488
O  2.7898  0.4716  -0.3411  -0.857
C  5.4834  0.2499  0.3716  -0.568
C  5.9388  -1.0296  -0.2999  -1.040
H  4.2685  2.5453  -3.9494  0.391
H  4.5988  3.5258  -2.4646  0.374
H  2.9822  2.7217  -2.7381  0.172
H  5.6596  1.3100  -2.2714  0.435
H  4.0759  0.4559  -2.6844  0.279
H  5.0612  -0.0245  1.3679  0.319
H  6.3152  0.9842  0.4890  0.472
H  5.1231  -1.7542  -0.2918  0.244
H  6.8412  -1.4158  0.2061  0.386
H  6.2430  -0.8769  -1.3553  0.278
C  -0.8376  -4.4650  6.4976  -1.051
N  -0.2966  -4.5697  5.1653  0.257
C  -1.2108  -4.2638  4.0488  -1.007
C  1.0429  -4.3815  4.9789  -0.090
S  1.6265  -3.4175  3.7467  0.035
N  1.9016  -5.0262  5.8031  0.266
C  3.1672  -4.3402  6.1053  -1.012
C  1.9508  -6.4910  5.7528  -0.959
H  -1.2807  -3.4583  6.6628  0.331
H  0.0007  -4.5910  7.1922  0.386
H  -1.6206  -5.2434  6.6154  0.339
H  -0.9027  -4.8164  3.1316  0.349
H  -1.2944  -3.1800  3.7980  0.332
H  -2.2288  -4.5605  4.3911  0.283
H  2.9369  -3.3163  6.3998  0.353
H  3.8203  -4.2719  5.2114  0.376
H  3.7020  -4.8139  6.9457  0.318
H  0.9588  -6.8885  6.0317  0.287
H  2.7290  -6.8217  6.4293  0.378
H  2.2783  -6.7971  4.7467  0.287
C  0.8060  4.2111  0.8761  -0.950
N  1.1459  3.9875  2.2756  0.299
C  1.0478  5.1157  3.1594  -1.284
C  1.3366  2.6821  2.7247  0.251
O  0.9669  1.6484  2.0950  -0.322
N  1.9973  2.5023  3.9354  0.274
C  3.0608  3.3776  4.3668  -1.181
C  1.8692  1.2238  4.6126  -0.991
H  0.6519  5.2846  0.7262  0.429
H  -0.1000  3.6466  0.6023  0.235
H  1.6310  3.8840  0.2224  0.212
H  0.0944  5.6460  3.0126  0.439
H  1.8298  5.8660  3.0654  0.361
H  1.0028  4.7495  4.1768  0.407
H  3.2993  4.1589  3.6240  0.336
H  3.9737  2.8649  4.5812  0.398
H  2.7197  3.9156  5.2549  0.362
H  0.9111  0.7977  4.3283  0.219
H  1.8747  1.3592  5.7216  0.354
H  2.6914  0.5307  4.2912  0.286
O  0.9353  -1.5447  2.6986  -0.185
O  0.4052  -1.7203  1.5341  -0.385

The gap between HOMO and LUMO (spin up / spin down) is 7.3 / 7.7 eV. As for the total energy: -4829.6376 a.u. As for the charge: +2. Its HOMO energy (spin up / spin down) is -12.540 / -12.181 eV.

***

Computed, not measured: a molecular structure, C18H27B2F4N7O4PSTeY, with ωB97M-V/def2-TZVPD.

Each line ends with the Mulliken charge.
CARTESIAN COORDINATES (ANGSTROEM)
Y  -0.7996  1.0498  -0.0760  -0.746
C  -5.1446  0.4513  0.3461  -1.351
C  -3.6835  0.3928  0.5774  0.673
N  -2.8211  0.1763  -0.3495  -0.115
O  -3.1377  0.2131  -1.6877  -0.381
B  -2.7483  1.5701  -2.3347  1.089
F  -2.6757  2.4623  -1.2024  -0.319
F  -3.6544  1.8464  -3.2669  -0.199
O  -1.3569  1.7038  -2.9831  -0.515
N  -0.4031  2.0668  -2.0602  0.410
C  0.0887  3.2510  -1.9979  0.621
C  -0.1465  4.3359  -2.9750  -1.682
C  0.7429  3.5429  -0.6469  1.138
N  0.8769  2.5016  0.0951  -0.200
O  0.9454  2.5750  1.4927  -0.434
B  -0.4148  2.7420  2.2308  0.850
F  -1.3375  3.0744  1.1625  -0.258
F  -0.2739  3.6528  3.1888  -0.160
O  -0.9839  1.4610  2.8327  -0.521
N  -1.7478  0.7025  1.9362  -0.091
C  -3.0276  0.8474  1.8836  1.103
C  -3.8341  1.6236  2.8496  -1.905
C  0.9348  4.9383  -0.2024  -1.818
H  -5.3446  1.0322  -0.5562  0.344
H  -5.6895  0.8679  1.1862  0.404
H  -5.5141  -0.5592  0.1550  0.342
H  -0.6766  3.9470  -3.8401  0.375
H  0.7981  4.7828  -3.2896  0.446
H  -0.7460  5.1272  -2.5188  0.358
H  -3.2106  1.9723  3.6675  0.351
H  -4.6484  1.0089  3.2385  0.565
H  -4.2893  2.4806  2.3463  0.434
H  1.4837  5.5065  -0.9538  0.522
H  1.4607  4.9598  0.7487  0.372
H  -0.0379  5.4227  -0.0754  0.380
Te  0.1898  -1.1430  -2.3056  0.345
C  0.8080  -3.0188  -2.9091  -0.194
C  0.0435  -4.1566  -3.0034  -0.171
C  0.7710  -5.2461  -3.5089  -0.534
C  2.0724  -4.9251  -3.7853  -0.411
S  2.4422  -3.3104  -3.3994  -0.063
H  -1.0053  -4.1933  -2.7451  0.471
H  0.3494  -6.2236  -3.6884  0.439
H  2.8343  -5.5690  -4.1951  0.446
C  1.9440  -3.1049  2.6427  -0.918
N  2.0772  -1.6401  2.6946  0.305
C  3.4416  -1.2046  2.3315  -0.953
N  3.7610  -1.6739  1.0026  0.215
C  3.6044  -3.1260  0.9313  -1.009
N  2.2555  -3.5582  1.3061  0.162
C  1.2550  -3.1881  0.3283  -0.420
P  1.1735  -1.3276  0.0617  1.100
C  1.0493  -0.8989  2.2603  -0.797
C  3.0132  -0.9833  -0.0369  -0.806
H  0.9312  -3.3905  2.9230  0.417
H  2.6469  -3.5380  3.3525  0.303
H  4.1353  -1.6368  3.0508  0.268
H  3.5001  -0.1186  2.3840  0.440
H  4.3182  -3.5895  1.6111  0.312
H  3.8220  -3.4619  -0.0822  0.414
H  0.2728  -3.5486  0.6386  0.371
H  1.5039  -3.6545  -0.6291  0.245
H  0.0568  -1.2538  2.5161  0.470
H  1.1911  0.1773  2.3066  0.639
H  3.1822  0.0923  0.0370  0.423
H  3.3763  -1.3155  -1.0114  0.407

The gap between HOMO and LUMO is 6.9 eV. As for the total energy: -2881.0635 a.u. As for the charge: +2. Its HOMO energy is -14.289 eV.

***

Computed, not measured: a gas-phase ion, C7H8NO3 (charge -1) in a non-equilibrium geometry, with ωB97M-V/def2-TZVPD.

Each line ends with the Mulliken charge.
CARTESIAN COORDINATES (ANGSTROEM)
C  2.2758  -1.3745  -0.1389  -1.212
C  0.9433  -1.2904  0.5014  0.567
O  0.4705  -2.4412  0.8872  -0.543
C  0.3601  -0.0414  0.6862  -0.582
C  0.6803  1.3552  0.3055  -0.332
C  -0.2758  2.2861  0.0594  -0.026
N  -1.5354  2.0331  0.2120  -0.570
C  -2.2760  1.0089  0.0012  -0.275
C  -2.0854  -0.2065  -0.9051  0.723
O  -1.7782  0.0661  -2.0863  -0.722
O  -2.1336  -1.3196  -0.4160  -0.722
H  2.3207  -0.5541  -0.8915  0.292
H  2.5142  -2.2653  -0.7422  0.344
H  3.0880  -1.0438  0.5176  0.278
H  -0.4360  -2.4750  0.6670  0.339
H  -0.6198  -0.1364  1.2095  0.617
H  1.6911  1.8161  0.1458  0.227
H  0.0710  3.3424  -0.3293  0.204
H  -3.2748  1.2403  0.3166  0.393

The gap between HOMO and LUMO is 7.3 eV. As for the total energy: -551.9842 a.u. As for the charge: -1. Its HOMO energy is -3.538 eV. The SMILES is C\C(O)=C/C=C\N=C/C(=O)[O-].

***

Computed, not measured: a molecular structure, C3H6N2O in a non-equilibrium geometry, with ωB97M-V/def2-TZVPD.

Each line ends with the Mulliken charge.
CARTESIAN COORDINATES (ANGSTROEM)
C  0.6847  -0.9441  0.1834  -0.422
C  -0.7993  -1.0117  -0.2346  -0.325
C  -0.7562  1.2404  0.0616  0.103
H  0.6398  -0.6712  1.3211  0.275
H  1.5377  -1.6565  -0.1788  0.261
H  -1.3810  -1.6810  0.5031  0.277
H  -0.5866  -1.3945  -1.2928  0.268
H  -1.0701  2.3851  0.1567  0.255
H  1.2930  2.2032  0.0713  0.300
N  -1.5741  0.2063  -0.1377  -0.533
N  0.5752  1.1765  -0.2089  -0.181
O  1.4370  0.1475  -0.2444  -0.279

The gap between HOMO and LUMO is 8.8 eV. As for the total energy: -302.4711 a.u. Its HOMO energy is -8.320 eV.

***

Computed, not measured: 2 unconnected molecules or ions with the total composition C2H8S2, with ωB97M-V/def2-TZVPD.

Each line ends with the Mulliken charge.
CARTESIAN COORDINATES (ANGSTROEM)
S  -4.4127  0.3259  -0.2467  -1.161
H  -4.5043  0.2438  1.1007  0.329
H  -4.2402  -1.0085  -0.4045  0.322
C  1.5351  -0.6747  -0.8509  -1.117
C  1.8015  0.3827  0.2083  -0.335
S  0.2088  1.1127  0.7183  -0.670
H  1.0153  -1.5627  -0.4677  0.331
H  0.8844  -0.2577  -1.6072  0.329
H  2.4271  -0.9609  -1.4016  0.311
H  2.5194  1.1249  -0.1444  0.265
H  2.1846  -0.0370  1.1241  0.265
H  0.5810  1.3115  1.9716  0.132

The gap between HOMO and LUMO (spin up / spin down) is 1.9 / 8.3 eV. As for the total energy: -877.3053 a.u. As for the charge: -1. Its HOMO energy (spin up / spin down) is 1.077 / -5.216 eV. As for the multiplicity: 2.

***

Computed, not measured: a gas-phase ion, C2H6 (charge +1) in a non-equilibrium geometry, with ωB97M-V/def2-TZVPD.

Each line ends with the Mulliken charge.
CARTESIAN COORDINATES (ANGSTROEM)
C  -0.0036  -0.3695  -0.6187  -0.499
C  -0.0458  0.3027  0.6730  -0.570
H  1.0119  -0.8116  -0.8657  0.355
H  0.2313  0.3915  -1.4510  0.362
H  -0.8576  -0.9694  -0.9176  0.338
H  -0.3725  1.3883  0.5073  0.353
H  -0.7554  -0.1316  1.3771  0.317
H  0.9917  0.3972  1.0382  0.345

The gap between HOMO and LUMO (spin up / spin down) is 15.4 / 8.1 eV. As for the total energy: -79.3612 a.u. As for the charge: +1. Its HOMO energy (spin up / spin down) is -19.186 / -19.607 eV. As for the multiplicity: 2.